The following is a quantum chemistry calculation of a structure of composition C23H49N7O34S4, from OMol25.

Last column: Mulliken charge in e.
Geometry (Å):
S 1.90199 8.23160 9.68859  -0.1098
S -1.88540 9.13639 14.36182  1.1372
S -4.78487 7.46508 7.96617  1.0111
S 0.45938 9.06607 5.32881  0.9077
O -1.59556 7.78830 14.85883  -0.5515
O 5.30985 7.34586 6.40167  -0.4107
O 2.99400 7.52209 8.70281  0.3053
O 2.49130 4.47390 7.86816  -0.3215
O 5.84585 10.64718 9.76516  -0.4610
O 6.72129 8.50409 5.21206  -0.5858
O 0.15848 7.85544 6.03060  -0.3001
O -3.63782 8.59956 8.41979  -0.2069
O 7.44110 7.18631 12.42621  -0.3788
O -0.43760 12.61556 10.45928  -0.3263
O -1.98681 6.34438 10.91303  -0.5467
O 6.98507 6.92677 10.28744  -0.5465
O 2.24748 7.25152 10.97436  -0.4825
O 3.58582 10.09378 14.51109  -0.5774
O -2.20950 11.62854 9.50587  -0.6029
O -2.92430 9.12749 13.10942  -0.3441
O 3.93082 8.21912 13.48657  -0.4825
O -0.64607 9.64528 13.47772  -0.3257
O -4.25499 6.10353 8.08649  -0.5589
O -0.68500 9.66471 4.65138  -0.6085
O -2.17875 10.25686 15.25759  -0.5820
O 2.28722 9.63624 10.00273  0.3365
O 4.19850 12.00530 9.22465  -0.5089
O 5.32172 4.10027 8.65790  -0.3223
O 3.01781 3.32032 6.13030  -0.5504
O -4.65626 7.85039 6.38350  -0.4263
O 3.62175 1.78860 9.87127  -0.5464
O 6.92836 2.95327 9.40737  -0.5378
O 3.85854 3.37061 11.37447  -0.4926
O -6.11917 7.68895 8.54510  -0.5529
O -0.52032 4.87183 11.49197  -0.6266
O 1.33163 10.05917 6.37127  -0.0585
O 0.52363 7.99388 9.26145  0.2868
O 1.69717 8.90077 4.29709  -0.4744
N 3.19833 2.53107 10.75053  0.9291
N 6.15466 8.21152 6.26234  0.8733
N 2.50680 4.29739 6.63083  0.7230
N -1.14610 5.50496 10.63270  1.0860
N 5.27477 11.73377 9.76961  0.9379
N 6.30921 3.47442 8.47918  0.8416
N 3.94182 9.43911 13.55790  1.0131
C 4.04366 7.06816 9.51454  0.2333
C 6.79922 5.02884 11.87716  0.1206
C -2.39751 9.80579 12.03988  -0.1026
C -2.81052 9.00004 7.31408  0.6886
C -0.37893 12.57751 8.06278  -0.1937
C -0.79915 5.28239 9.19954  -0.1730
C 1.74262 2.44606 11.04043  -0.6400
C 4.60799 10.16503 12.44091  -0.2233
C 2.95246 9.00629 5.02942  0.0107
C -0.93521 9.58959 12.11254  0.7585
C 6.92464 3.41710 7.16317  -0.8423
C 6.58485 8.85290 7.51232  -0.4669
C -3.32378 8.29183 6.02870  -0.1471
C 2.72444 10.01651 6.12536  0.0354
C 1.04305 12.69823 8.57794  0.2843
C 0.88285 13.11839 10.03834  -0.3262
C 2.02212 5.39449 5.79882  -0.3536
C 7.07553 6.45078 11.40475  0.5409
C 5.86669 12.87035 10.50302  -0.9636
C 3.36145 6.44123 10.72985  1.7835
C 6.47644 5.28904 13.40758  -0.5157
C 7.27192 6.54960 13.71725  -0.5444
C -1.11158 12.17663 9.36550  0.5719
H 6.73393 4.36914 13.92881  0.4430
H -1.38868 5.96836 8.59376  -0.2849
H -0.35624 11.77816 7.32378  -0.1660
H 4.59177 7.99940 9.66379  -1.0004
H -1.82172 8.67994 7.64496  -0.6437
H 6.39653 13.61067 9.90411  0.3150
H 2.89650 5.48780 10.47544  -0.9339
H 3.94640 6.27371 11.63300  -0.4611
H 5.09863 13.36039 11.09782  0.3253
H 2.35770 6.30585 6.29039  -0.3080
H 6.26672 8.18869 8.31330  0.0046
H -2.68631 10.07396 7.17510  0.2628
H 1.29696 1.69725 10.38967  0.2732
H 3.06685 10.95387 5.68393  0.4246
H 1.05023 14.19045 10.14828  0.2688
H 0.93601 5.38147 5.72134  0.3718
H 3.19277 8.00377 5.38295  -0.3477
H 1.62333 13.36728 7.94354  0.5717
H -1.19590 4.28700 8.99949  0.5117
H 3.95854 10.74941 11.78970  -0.1320
H -2.70058 7.41257 5.86791  0.2378
H 3.32917 9.84392 7.01529  0.0037
H 6.20806 9.87086 7.59184  0.2414
H 6.68557 12.44574 11.08360  0.3641
H 8.26819 6.21816 14.01427  0.3279
H 0.27096 5.37456 9.02584  -0.1001
H 6.85335 7.10222 14.55662  0.3670
H -2.53862 10.88724 12.11205  0.3958
H 6.69328 4.36322 6.67458  0.2072
H 2.44855 5.33906 4.79849  0.3439
H 7.70704 4.43506 11.75666  0.4339
H 5.39652 10.80398 12.83600  0.3653
H 8.01110 3.36330 7.19238  0.3216
H 5.07045 9.48940 11.72263  -0.0492
H -0.83027 13.50880 7.72152  0.4467
H -2.99083 9.50684 11.17658  0.1947
H 5.42469 5.57659 13.41913  0.1431
H 3.76774 9.26382 4.35483  0.4448
H 6.48786 2.58526 6.61238  0.3209
H 6.08939 4.47506 11.26343  -0.2630
H -0.26730 10.17561 11.48395  -0.1233
H 1.43618 11.68274 8.52590  -0.5846
H -0.84986 8.56746 11.73291  -0.5231
H 4.62400 6.31551 8.98303  0.2096
H 1.36246 3.46326 10.96878  0.1513
H 7.67133 8.91215 7.56662  0.3841
H 1.68173 12.69957 10.65041  0.0769
H -3.31451 8.97716 5.18400  0.3395
H 1.78800 2.06265 12.05985  0.3106

Results
total charge	0
lowest unoccupied orbital energy	-1.32	eV
HOMO energy	-9.9	eV
E_tot	-148007.2612	eV